The following is a quantum chemistry calculation of 14 unconnected molecules or ions with the total composition C69H173N13O15 at a distorted geometry, from OMol25.

Geometry as XYZ:
```
270
Properties=species:S:1:pos:R:3
C -5.963 -0.876 0.617
C -5.389 -0.624 2.089
C -6.229 -1.190 3.245
O -5.674 -0.920 4.546
C -6.261 -1.568 5.676
N -4.121 -1.248 2.167
H -7.046 -0.800 0.518
H -5.874 -1.912 0.290
H -5.447 -0.304 -0.154
H -5.344 0.439 2.322
H -6.407 -2.264 3.205
H -7.224 -0.760 3.124
H -7.342 -1.433 5.645
H -5.870 -0.955 6.488
H -6.011 -2.629 5.647
H -4.293 -2.213 1.922
H -4.053 -1.157 3.170
C 0.526 7.055 -5.944
C -0.966 7.083 -5.518
C -1.269 5.825 -4.647
O -1.415 4.600 -5.373
C -1.711 3.566 -4.379
N -1.235 8.354 -4.895
H 1.165 6.952 -5.066
H 0.760 7.986 -6.460
H 0.695 6.278 -6.690
H -1.598 7.010 -6.404
H -2.199 5.842 -4.078
H -0.428 5.713 -3.963
H -1.924 2.663 -4.951
H -2.571 3.769 -3.740
H -0.770 3.298 -3.900
H -0.595 8.561 -4.141
H -1.259 9.070 -5.607
C -2.645 -1.417 5.513
C -1.712 -2.085 6.539
C -0.663 -2.967 5.768
O -1.316 -4.027 5.043
C -0.551 -4.985 4.308
N -0.995 -0.943 7.164
H -2.054 -0.962 4.719
H -3.313 -0.712 6.009
H -3.362 -2.051 4.991
H -2.322 -2.712 7.190
H -0.022 -3.382 6.546
H -0.038 -2.389 5.088
H 0.115 -5.396 5.066
H -0.037 -4.470 3.495
H -1.179 -5.803 3.955
H -0.347 -1.228 7.884
H -1.669 -0.381 7.664
C 3.166 -5.591 6.348
C 3.295 -5.294 4.812
C 3.266 -3.783 4.470
O 3.291 -3.734 3.035
C 3.579 -2.483 2.442
N 4.600 -5.851 4.492
H 3.123 -6.661 6.552
H 2.290 -5.091 6.761
H 4.035 -5.349 6.959
H 2.614 -5.892 4.208
H 4.155 -3.348 4.926
H 2.341 -3.252 4.694
H 2.816 -1.818 2.845
H 3.527 -2.405 1.356
H 4.581 -2.132 2.685
H 5.400 -5.430 4.942
H 4.818 -5.493 3.572
C -2.357 3.769 3.058
C -2.808 3.975 4.512
C -3.411 2.744 5.170
O -3.812 2.862 6.554
C -5.204 2.608 6.783
N -1.716 4.444 5.316
H -1.443 3.186 2.943
H -2.190 4.792 2.720
H -3.144 3.357 2.427
H -3.619 4.703 4.535
H -2.696 1.923 5.196
H -4.250 2.439 4.544
H -5.307 1.523 6.792
H -5.784 3.096 5.999
H -5.532 3.053 7.722
H -2.196 4.359 6.201
H -0.989 3.750 5.416
C -2.025 -2.634 -6.516
C -2.977 -2.238 -5.346
C -2.583 -2.858 -3.980
O -3.495 -2.662 -2.927
C -3.102 -3.177 -1.679
N -2.900 -0.813 -5.103
H -2.233 -2.009 -7.384
H -2.178 -3.695 -6.709
H -1.009 -2.423 -6.181
H -4.011 -2.392 -5.657
H -1.612 -2.462 -3.683
H -2.513 -3.939 -4.103
H -4.057 -3.210 -1.154
H -2.455 -2.436 -1.210
H -2.594 -4.141 -1.651
H -2.008 -0.388 -5.311
H -3.134 -0.741 -4.123
C 7.889 0.172 -0.940
C 6.742 -0.454 -0.233
C 6.032 -1.627 -1.003
O 5.402 -1.269 -2.252
C 4.711 -0.056 -2.363
N 7.298 -1.011 0.988
H 8.463 -0.663 -1.343
H 8.461 0.866 -0.324
H 7.487 0.724 -1.789
H 6.016 0.330 -0.017
H 5.327 -2.137 -0.346
H 6.745 -2.438 -1.147
H 3.791 -0.117 -1.782
H 4.406 0.191 -3.380
H 5.235 0.846 -2.046
H 7.525 -1.979 0.814
H 6.615 -1.140 1.721
C 3.802 0.249 -8.149
C 3.560 0.534 -6.728
C 2.436 -0.380 -6.114
O 1.107 -0.203 -6.641
C 0.488 1.148 -6.347
N 4.815 0.315 -5.988
H 3.043 0.750 -8.750
H 3.776 -0.824 -8.339
H 4.753 0.603 -8.548
H 3.290 1.587 -6.645
H 2.352 -0.209 -5.041
H 2.611 -1.438 -6.308
H -0.518 1.239 -6.755
H 1.037 1.925 -6.880
H 0.599 1.281 -5.271
H 4.597 0.378 -5.004
H 5.263 -0.582 -6.107
C 1.303 -4.969 -3.685
C 2.388 -4.349 -2.769
C 2.243 -4.875 -1.327
O 0.953 -4.633 -0.794
C 0.809 -4.885 0.602
N 3.680 -4.628 -3.406
H 1.096 -6.013 -3.449
H 1.627 -4.988 -4.726
H 0.420 -4.358 -3.501
H 2.201 -3.276 -2.717
H 2.960 -4.241 -0.805
H 2.466 -5.935 -1.449
H 1.721 -4.774 1.187
H 0.264 -5.790 0.871
H 0.190 -4.072 0.981
H 4.451 -4.121 -2.995
H 3.648 -4.290 -4.357
C 0.642 5.227 1.397
C 0.345 6.091 0.139
C -1.016 6.844 0.209
O -1.134 7.629 -1.022
C -2.314 8.297 -1.164
N 1.509 6.937 0.113
H 1.621 4.773 1.240
H -0.153 4.487 1.489
H 0.610 5.645 2.403
H 0.365 5.447 -0.740
H -1.079 7.567 1.022
H -1.820 6.122 0.357
H -2.521 9.060 -0.413
H -3.177 7.646 -1.306
H -2.193 8.803 -2.122
H 1.379 7.611 -0.627
H 1.594 7.466 0.969
C 1.320 0.561 4.933
C 1.208 2.067 5.171
O 0.144 2.323 6.027
O 1.576 -0.225 6.077
H 2.203 0.464 4.302
H 0.448 0.129 4.441
H 0.973 2.659 4.286
H 2.122 2.319 5.708
H 0.188 1.802 6.832
H 0.679 -0.472 6.314
C -2.881 -4.578 1.920
C -3.938 -5.606 1.779
C -3.619 -6.150 0.290
C -4.257 -7.467 0.008
C -3.925 -8.515 1.114
C -4.202 -8.093 2.554
N -3.783 -6.674 2.791
O -4.000 -6.237 4.068
C -5.731 -8.295 2.802
C -3.473 -9.082 3.450
C -5.371 -5.014 1.853
H -1.847 -4.923 1.877
H -2.999 -4.093 2.888
H -3.030 -3.819 1.152
H -4.152 -5.583 -0.473
H -2.574 -6.211 -0.014
H -3.951 -7.928 -0.931
H -5.330 -7.306 -0.095
H -2.877 -8.814 1.091
H -4.630 -9.298 0.833
H -6.051 -9.332 2.895
H -6.070 -7.790 3.707
H -6.359 -7.916 1.995
H -3.730 -10.114 3.210
H -2.410 -8.956 3.247
H -3.619 -8.828 4.500
H -6.155 -5.762 1.968
H -5.554 -4.408 0.966
H -5.455 -4.388 2.742
H -3.097 -6.072 4.351
C -1.145 2.570 -0.682
C -1.547 1.059 -0.878
C -0.750 0.381 -2.047
C 0.681 0.033 -1.614
C 0.693 -0.782 -0.277
C -0.059 -0.149 0.891
N -1.438 0.263 0.388
O -2.241 0.720 1.423
C -0.208 -1.314 1.926
C 0.734 1.008 1.491
C -3.053 1.175 -1.279
H -1.785 3.165 -1.334
H -0.125 2.839 -0.960
H -1.405 2.963 0.300
H -1.375 -0.496 -2.217
H -0.771 1.105 -2.861
H 1.252 0.958 -1.529
H 1.268 -0.538 -2.332
H 1.734 -0.949 -0.001
H 0.199 -1.713 -0.554
H 0.724 -1.798 2.218
H -0.803 -1.125 2.820
H -0.687 -2.169 1.449
H 1.084 1.674 0.701
H 0.148 1.493 2.271
H 1.713 0.722 1.878
H -3.618 1.652 -0.478
H -3.472 0.195 -1.507
H -3.219 1.781 -2.170
H -2.996 0.130 1.370
C 3.157 4.277 -4.560
C 3.767 4.478 -3.171
C 5.209 4.041 -3.170
C 6.176 5.023 -3.888
C 6.008 6.406 -3.210
C 4.588 6.894 -3.243
N 3.718 5.868 -2.716
O 2.376 6.398 -2.699
C 4.592 8.108 -2.322
C 4.320 7.449 -4.698
C 3.127 3.637 -2.094
H 3.814 4.569 -5.379
H 2.305 4.933 -4.743
H 2.769 3.262 -4.652
H 5.591 3.899 -2.159
H 5.266 3.105 -3.725
H 5.907 5.090 -4.942
H 7.209 4.684 -3.810
H 6.548 7.230 -3.676
H 6.481 6.454 -2.229
H 3.580 8.502 -2.221
H 4.843 7.809 -1.304
H 5.172 8.964 -2.665
H 3.295 7.820 -4.705
H 5.044 8.212 -4.983
H 4.354 6.674 -5.465
H 3.388 3.848 -1.057
H 3.314 2.571 -2.219
H 2.041 3.722 -2.063
H 2.381 6.717 -1.794
```

Summary:
HOMO-LUMO gap = 8.4 eV
strongest force on any atom = 3.66 eV/Å
LUMO level = 0.4 eV

Atom charges from the Mulliken analysis, given in e for atoms 1 to 4: atom 1 (C): -1.078, atom 2 (C): 0.944, atom 3 (C): -1.074, atom 4 (O): 0.065



The following is a quantum chemistry calculation of C7H12INO2 in the gas phase at a distorted geometry, from OMol25.

Geometry as XYZ:
```
23
Properties=species:S:1:pos:R:3
C -1.918 -0.322 1.120
N -0.617 -0.580 0.437
C -0.922 -1.090 -0.979
C 0.457 -1.444 -1.611
C 1.337 -0.206 -1.571
C 1.510 0.271 -0.126
C 0.260 0.878 0.515
I -0.791 2.464 -0.639
C 0.678 1.167 1.975
O 1.292 0.411 2.655
O 0.194 2.343 2.331
H -2.773 -0.363 0.316
H -2.299 -1.081 1.846
H -1.791 0.670 1.619
H -1.423 -0.317 -1.591
H -1.618 -1.930 -0.771
H 0.366 -2.136 -2.455
H 0.887 -2.107 -0.852
H 2.314 -0.462 -1.985
H 0.971 0.655 -2.205
H 1.726 -0.647 0.466
H 2.391 0.891 -0.037
H -0.232 2.936 1.543
```

Summary:
HOMO-LUMO gap = 9.0 eV
strongest force on any atom = 5.75 eV/Å
LUMO level = -0.2 eV

Atom charges from the Mulliken analysis, given in e for atoms 1 to 4: atom 1 (C): -0.757, atom 2 (N): -0.084, atom 3 (C): -0.626, atom 4 (C): -0.894



The following is a quantum chemistry calculation of 6 unconnected molecules or ions with the total composition C10H34NO8 at a distorted geometry, from OMol25.

Geometry as XYZ:
```
53
Properties=species:S:1:pos:R:3
N 0.100 0.154 -0.862
H 0.441 0.180 0.089
H 0.669 -0.401 -1.485
H 0.030 1.143 -1.054
H -0.894 -0.023 -0.823
C 0.902 4.967 -0.659
C -0.208 4.329 -1.463
O -0.282 2.972 -1.187
H 1.828 4.479 -0.964
H 0.787 4.709 0.394
H 0.942 6.035 -0.872
H -0.182 4.377 -2.552
H -1.218 4.638 -1.196
H -0.854 2.611 -1.868
C 0.676 -3.486 -1.331
C 1.864 -2.525 -1.259
O 1.632 -1.645 -2.360
H 0.777 -4.396 -0.738
H 0.416 -3.838 -2.329
H -0.234 -3.050 -0.918
H 2.749 -3.161 -1.272
H 1.811 -2.079 -0.266
H 2.077 -2.152 -3.044
C 1.677 1.418 2.517
C 2.807 1.469 1.446
O 3.411 0.252 1.076
O 0.456 0.799 2.024
H 1.448 2.441 2.818
H 1.881 0.828 3.410
H 3.581 2.117 1.860
H 2.487 1.913 0.504
H 4.084 0.065 1.735
H -0.144 0.788 2.773
C -3.089 0.468 -0.863
C -3.797 1.652 -1.545
O -2.731 2.189 -2.415
O -2.423 -0.398 -1.765
H -3.862 -0.059 -0.304
H -2.379 0.773 -0.094
H -4.157 2.413 -0.853
H -4.570 1.370 -2.260
H -2.960 3.075 -2.705
H -2.899 -0.296 -2.593
C 0.010 -2.953 2.161
C -0.435 -4.419 2.316
O 0.589 -5.068 3.127
O -0.811 -2.139 1.423
H 0.951 -2.962 1.611
H 0.034 -2.403 3.102
H -0.604 -4.924 1.365
H -1.386 -4.494 2.843
H 0.376 -6.001 3.207
H -1.370 -1.750 2.099
```

Summary:
HOMO-LUMO gap (alpha / beta) = 2.3 / 9.8 eV
strongest force on any atom = 3.04 eV/Å
expectation value of S² = 0.75
LUMO level (alpha / beta) = 0.3 / 0.2 eV
2S+1 = 2

Atom charges from the Mulliken analysis, given in e for atoms 1 to 4: atom 1 (N): -0.102, atom 2 (H): -0.010, atom 3 (H): 0.467, atom 4 (H): 0.591



The following is a quantum chemistry calculation of a molecular structure, C40H36BiClN3Si2 at a distorted geometry, from OMol25.

Geometry as XYZ:
```
83
Properties=species:S:1:pos:R:3
C -1.135 -4.075 2.225
C -0.361 -2.964 2.707
C -1.257 -1.899 2.988
H 0.706 -2.984 2.929
C -2.576 -2.333 2.671
C -2.508 -3.673 2.204
H -3.349 -4.327 1.983
H -0.766 -5.092 2.057
H -0.999 -0.948 3.445
H -3.489 -1.757 2.832
Bi -0.990 -2.513 -0.267
Si 0.609 3.884 0.912
C 2.224 4.583 0.238
C 2.298 5.141 -1.058
H 1.378 5.355 -1.617
C 3.546 5.370 -1.666
H 3.587 5.767 -2.689
C 4.727 5.098 -0.973
H 5.701 5.281 -1.432
C 4.658 4.636 0.349
H 5.578 4.470 0.909
C 3.419 4.390 0.950
H 3.342 4.016 1.975
C -0.537 5.264 0.313
C -0.252 6.601 0.652
H 0.608 6.824 1.287
C -1.073 7.648 0.207
H -0.868 8.676 0.509
C -2.187 7.385 -0.594
H -2.842 8.194 -0.919
C -2.454 6.072 -0.986
H -3.300 5.843 -1.636
C -1.668 5.021 -0.495
H -1.940 3.986 -0.744
H 0.788 3.703 2.363
Si 0.350 2.026 -1.613
C -1.178 1.742 -0.349
C -1.153 1.923 1.061
H -0.292 2.227 1.716
C -2.208 1.550 1.918
H -2.161 1.775 3.002
C -3.362 0.986 1.370
H -4.241 0.785 1.993
C -3.412 0.735 -0.007
H -4.309 0.295 -0.455
C -2.341 1.103 -0.837
H -2.383 0.817 -1.886
C 1.740 1.222 -0.439
C 1.542 0.522 0.780
H 0.552 0.371 1.231
C 2.606 -0.059 1.493
H 2.410 -0.575 2.444
C 3.905 0.020 1.000
H 4.730 -0.445 1.533
C 4.134 0.731 -0.186
H 5.154 0.865 -0.556
C 3.080 1.322 -0.892
H 3.312 1.865 -1.811
H 0.208 1.173 -2.810
Cl -2.007 -1.951 -2.723
C -4.612 -6.928 -1.703
C -3.361 -7.544 -1.889
C -2.192 -6.790 -1.754
C -2.271 -5.437 -1.378
C -3.534 -4.800 -1.278
C -4.692 -5.554 -1.415
N -1.090 -4.739 -1.070
N -0.005 -5.468 -1.281
C 1.176 -4.808 -1.023
C 2.382 -5.535 -1.144
C 3.572 -4.952 -0.736
C 3.537 -3.609 -0.303
C 2.350 -2.901 -0.332
N 1.169 -3.499 -0.646
H -5.541 -7.508 -1.790
H -3.306 -8.604 -2.136
H -1.213 -7.236 -1.911
H -3.545 -3.720 -1.106
H -5.652 -5.060 -1.303
H 2.289 -6.543 -1.560
H 4.511 -5.502 -0.765
H 4.442 -3.101 0.026
H 2.295 -1.828 -0.110
```

Summary:
HOMO-LUMO gap (alpha / beta) = 3.2 / 3.2 eV
strongest force on any atom = 4.26 eV/Å
total charge = +1
LUMO level (alpha / beta) = -5.5 / -5.5 eV

Atom charges from the Mulliken analysis, given in e for atoms 1 to 4: atom 1 (C): -0.427, atom 2 (C): -0.625, atom 3 (C): -0.300, atom 4 (H): 0.439



| no. | E (eV) |
| --- | --- |
| 1 | -124429.104 |
| 2 | -21137.407 |
| 3 | -28784.933 |
| 4 | -80640.083 |